# C14H13F3N5O4STi

A structure of composition C14H13F3N5O4STi (wB97M-V/def2-TZVPD, the OMol25 dataset).

```
41
Properties=species:S:1:pos:R:3
Ti 0.533 -0.026 0.027
N 0.186 2.296 -0.670
N 0.194 3.278 0.327
C 0.572 2.956 1.569
N 0.757 3.907 2.459
S 0.720 1.315 2.039
H 1.002 2.431 -1.265
H -0.642 2.426 -1.243
H 0.198 4.246 0.034
H 0.640 4.887 2.246
H 0.996 3.663 3.407
O -0.421 -3.171 2.234
C 0.218 -2.328 1.713
O -0.282 -1.250 1.033
C 1.725 -2.089 1.703
C 2.470 -1.821 2.827
C 3.597 -0.977 2.728
C 3.779 -0.195 1.606
C 2.996 -0.465 0.473
C 2.147 -1.597 0.451
N 2.625 0.507 -0.450
O 1.730 0.114 -1.371
O 2.948 1.707 -0.377
H 2.153 -2.209 3.788
H 4.223 -0.818 3.596
H 4.470 0.638 1.598
H 1.827 -2.082 -0.467
F -5.339 -2.449 -2.026
C -4.576 -1.890 -2.966
F -4.261 -2.808 -3.877
F -5.270 -0.911 -3.556
C -3.325 -1.297 -2.338
C -2.084 -1.471 -2.930
C -0.983 -0.896 -2.326
N -1.084 -0.181 -1.194
C -2.294 -0.008 -0.630
C -3.439 -0.547 -1.172
H -1.980 -2.049 -3.838
H 0.003 -0.991 -2.764
H -2.332 0.560 0.292
H -4.396 -0.406 -0.689
```

- Frontier orbital gap (alpha / beta): 7.24 / 7.43 eV
- ⟨S²⟩: 0.779
- Net charge: +2
- Relative energy (zero: lowest compared OMol25 entry of this formula, charge and spin): 35.00 kcal per mole
- Multiplicity: 2
- HOMO energy (alpha / beta): -15.331 / -16.267 eV